Molecular formula: FH2P
Method: DFT, the ωB97M-V functional and the def2-TZVPD basis

Each line ends with the Löwdin spin population.
Positions of all 4 atoms, in Å:
F -0.68 1.28 -0.97  0.157
P 0.00 -0.19 -0.91  0.810
H -1.04 -0.71 -0.10  0.058
H 1.72 -0.38 1.98  0.974

Its energy relative to the best compared isomer or geometry (same formula, charge and spin) is 0.000 eV. Its net charge is 0. Its multiplicity is 3. The value obtained for the HOMO energy (alpha / beta) is -8.652 / -10.900 eV. The calculation puts the HOMO-LUMO gap (alpha / beta) at 9.45 / 9.81 eV.

Molecular formula: FHN2O2S
Method: DFT, the ωB97M-V functional and the def2-TZVPD basis

Each line ends with the Löwdin charge.
Positions of all 7 atoms, in Å:
N 0.05 1.14 0.52  -0.298
N -0.70 -0.67 -0.28  -0.439
O -0.85 1.93 0.55  0.102
O 1.22 1.10 0.72  0.069
F -1.14 0.01 -1.34  -0.131
S 0.56 -1.62 -0.69  0.840
H 0.86 -1.89 0.52  -0.144

Its energy relative to the best compared isomer or geometry (same formula, charge and spin) is 4.292 eV. Its net charge is 0. The value obtained for the HOMO energy (alpha / beta) is -9.326 / -9.077 eV. The calculation puts the HOMO-LUMO gap (alpha / beta) at 8.63 / 8.29 eV.

Molecular formula: FHO
Method: DFT, the ωB97M-V functional and the def2-TZVPD basis

Each line ends with the Löwdin charge.
Positions of all 3 atoms, in Å:
O 0.19 -0.63 -0.27  0.065
F -1.04 0.65 0.07  -0.164
H 0.85 -0.02 0.19  0.098

Its energy relative to the best compared isomer or geometry (same formula, charge and spin) is 1.417 eV. Its net charge is 0. The value obtained for the HOMO energy (alpha / beta) is -13.186 / -13.191 eV. The calculation puts the HOMO-LUMO gap (alpha / beta) at 9.78 / 9.77 eV.

Molecular formula: FI3Zn
Method: DFT, the ωB97M-V functional and the def2-TZVPD basis

Each line ends with the Löwdin charge.
Positions of all 5 atoms, in Å:
Zn -0.03 -0.12 -0.05  -0.102
I 0.19 2.78 0.66  -0.497
I 1.16 0.00 -2.51  -0.335
I 0.19 -1.37 2.43  -0.352
F -1.52 -1.29 -0.53  -0.715

Its energy relative to the best compared isomer or geometry (same formula, charge and spin) is 0.000 eV. Its net charge is -2. The value obtained for the HOMO energy is -1.653 eV. The calculation puts the HOMO-LUMO gap at 6.75 eV.

Molecular formula: FNO2S
Method: DFT, the ωB97M-V functional and the def2-TZVPD basis

Each line ends with the Löwdin charge.
Positions of all 5 atoms, in Å:
N 1.22 0.96 -0.16  0.129
O -1.33 0.91 0.10  -0.220
O -0.27 -0.99 -1.05  -0.235
F 0.57 -1.00 1.30  -0.328
S -0.18 0.12 -0.18  0.654

Its energy relative to the best compared isomer or geometry (same formula, charge and spin) is 3.015 eV. Its net charge is 0. The value obtained for the HOMO energy (alpha / beta) is -13.168 / -13.265 eV. The calculation puts the HOMO-LUMO gap (alpha / beta) at 8.47 / 8.81 eV.

Molecular formula: FNO3S
Method: DFT, the ωB97M-V functional and the def2-TZVPD basis

Each line ends with the Löwdin charge.
Positions of all 6 atoms, in Å:
N -1.18 0.04 0.07  -0.331
O -2.10 -0.45 -0.43  0.170
O 0.40 -0.91 -0.08  -0.503
O -0.97 1.02 0.68  0.112
F 2.24 0.56 -0.77  -0.431
S 1.61 -0.27 0.52  0.983

Its energy relative to the best compared isomer or geometry (same formula, charge and spin) is 1.658 eV. Its net charge is 0. The value obtained for the HOMO energy (alpha / beta) is -9.292 / -9.387 eV. The calculation puts the HOMO-LUMO gap (alpha / beta) at 7.98 / 8.29 eV.

Molecular formula: FNO4S
Method: DFT, the ωB97M-V functional and the def2-TZVPD basis

Each line ends with the Löwdin charge.
Positions of all 7 atoms, in Å:
N 0.40 -0.34 -1.01  -0.429
O 0.26 -1.29 -1.61  0.247
O 0.09 0.75 -1.10  0.154
O -1.31 -0.37 0.58  -0.392
O -1.23 1.28 2.30  -0.391
F 1.41 -0.61 0.14  -0.141
S -0.47 0.39 1.48  0.951

Its energy relative to the best compared isomer or geometry (same formula, charge and spin) is 2.008 eV. Its net charge is 0. The value obtained for the HOMO energy is -12.010 eV. The calculation puts the HOMO-LUMO gap at 10.68 eV.

Molecular formula: FSn
Method: DFT, the ωB97M-V functional and the def2-TZVPD basis

Each line ends with the Löwdin spin population.
Positions of all 2 atoms, in Å:
Sn 0.71 -0.11 -1.28  1.000
F -0.71 0.11 1.28  0.000

Its net charge is 0. Its multiplicity is 2. The value obtained for the HOMO energy (alpha / beta) is -8.321 / -9.714 eV. The calculation puts the HOMO-LUMO gap (alpha / beta) at 5.82 / 7.37 eV.

Molecular formula: H10IMnO5
Method: DFT, the ωB97M-V functional and the def2-TZVPD basis

Each line ends with the Löwdin spin population.
Positions of all 17 atoms, in Å:
Mn -0.32 0.27 0.01  4.691
I -2.29 2.21 -0.05  0.072
O 1.12 1.61 -0.80  0.043
H 0.82 2.09 -1.59  0.003
H 1.92 2.06 -0.52  0.004
O 1.14 -1.33 -0.18  0.037
H 1.16 -2.29 -0.31  0.003
H 2.07 -1.08 -0.05  0.002
O -0.95 -0.42 -1.95  0.040
H -0.49 -1.11 -2.46  0.003
H -1.71 -0.16 -2.49  0.003
O -1.45 -1.17 0.99  0.046
H -2.37 -1.28 1.28  0.004
H -0.97 -1.93 1.35  0.003
O 0.59 0.76 1.92  0.040
H 0.26 0.63 2.82  0.003
H 1.47 1.14 2.03  0.003

Its energy relative to the best compared isomer or geometry (same formula, charge and spin) is 0.315 eV. Its net charge is +1. Its multiplicity is 6. The value obtained for the HOMO energy (alpha / beta) is -11.058 / -11.099 eV. The calculation puts the HOMO-LUMO gap (alpha / beta) at 7.24 / 7.28 eV.

Molecular formula: H10IO5
Method: DFT, the ωB97M-V functional and the def2-TZVPD basis

Each line ends with the Löwdin spin population.
Positions of all 16 atoms, in Å:
I 0.43 -0.12 -0.54  0.941
O 1.67 3.26 -0.90  0.003
H 2.12 3.19 -0.06  0.000
H 1.45 2.36 -1.14  0.000
O -2.79 1.39 -1.58  0.002
H -2.83 2.33 -1.41  0.000
H -1.90 1.13 -1.33  0.001
O 2.92 0.02 1.71  0.011
H 2.58 -0.73 2.20  0.000
H 2.17 0.32 1.19  0.011
O -2.76 -0.95 0.80  0.011
H -2.07 -0.53 0.30  0.007
H -2.32 -1.64 1.30  0.000
O 0.24 -3.58 0.05  0.006
H 0.51 -2.68 0.23  0.004
H 0.57 -3.76 -0.83  0.001

Its energy relative to the best compared isomer or geometry (same formula, charge and spin) is 0.000 eV. Its net charge is 0. Its multiplicity is 2. The value obtained for the HOMO energy (alpha / beta) is -11.652 / -11.527 eV. The calculation puts the HOMO-LUMO gap (alpha / beta) at 11.73 / 6.48 eV.

Molecular formula: H10O21S2V4
Method: DFT, the ωB97M-V functional and the def2-TZVPD basis

Each line ends with the Löwdin charge.
Positions of all 37 atoms, in Å:
O -1.81 2.84 -1.76  -0.281
V -0.59 3.10 -0.79  1.085
O 0.06 4.50 -1.17  -0.242
O -3.76 -0.14 -1.02  -0.263
V -2.77 -1.01 -1.82  1.093
O -2.21 0.04 -2.93  -0.237
O -1.81 0.76 4.50  -0.256
V -1.24 0.08 3.19  1.007
O -1.84 -1.46 3.31  -0.330
O 3.74 -1.07 0.58  -0.259
V 2.41 -0.72 1.37  1.026
O 1.81 -2.05 2.14  -0.319
S -0.17 -0.36 -0.09  0.412
O -0.93 -1.33 -0.91  -0.367
O -0.25 -0.60 1.33  -0.374
O 1.27 -0.34 -0.45  -0.335
O -0.77 0.95 -0.37  -0.382
S 0.96 2.35 2.17  0.339
O 1.75 1.12 1.98  -0.395
O -0.36 1.96 2.71  -0.380
O 1.60 3.23 3.11  -0.237
O 0.77 2.99 0.87  -0.388
O 2.95 2.06 -0.70  -0.028
H 2.45 2.21 0.10  -0.022
H 2.34 1.62 -1.30  0.015
O 2.84 -0.85 -2.70  -0.059
H 3.15 -1.75 -2.52  0.036
H 2.42 -0.58 -1.87  -0.029
O -1.88 -3.03 -2.69  -0.048
H -1.19 -3.30 -2.06  0.047
H -1.70 -3.55 -3.48  0.100
O 0.85 -3.40 -1.18  -0.041
H 0.73 -4.03 -0.45  0.066
H 0.27 -2.65 -0.96  -0.026
O -2.88 0.75 1.65  -0.036
H -2.41 0.99 0.83  0.020
H -3.80 0.68 1.39  0.086

Its energy relative to the best compared isomer or geometry (same formula, charge and spin) is 2.134 eV. Its net charge is 0. The value obtained for the HOMO energy is -10.633 eV. The calculation puts the HOMO-LUMO gap at 7.13 eV.

Molecular formula: H10O3Si4
Method: DFT, the ωB97M-V functional and the def2-TZVPD basis

Each line ends with the Löwdin charge.
Positions of all 17 atoms, in Å:
O -0.52 1.80 0.82  -0.425
O 1.69 0.41 0.53  -0.440
O -0.85 -1.24 1.42  -0.507
Si -1.65 2.01 -0.43  0.596
Si 2.41 -0.24 -0.76  0.526
Si -1.06 -2.10 0.15  0.302
Si 0.37 0.63 1.48  0.540
H -1.49 3.43 -0.60  -0.074
H -3.02 1.66 -0.08  -0.047
H -0.87 1.59 -1.54  -0.061
H 2.37 -1.47 -0.08  -0.055
H 3.75 0.22 -0.83  -0.079
H 1.76 -0.09 -2.10  -0.043
H -2.21 -2.93 0.57  -0.065
H -1.50 -1.37 -0.92  -0.115
H 0.04 -3.01 -0.43  -0.061
H 0.78 0.70 2.81  0.007

Its energy relative to the best compared isomer or geometry (same formula, charge and spin) is 2.187 eV. Its net charge is 0. The value obtained for the HOMO energy is -10.027 eV. The calculation puts the HOMO-LUMO gap at 10.53 eV.

Molecular formula: H10O4S
Method: DFT, the ωB97M-V functional and the def2-TZVPD basis

Each line ends with the Löwdin charge.
Positions of all 15 atoms, in Å:
O -0.31 1.43 1.18  -0.086
H 0.28 0.73 0.86  -0.011
H -0.03 1.55 2.08  0.045
O -0.87 -2.44 -0.92  -0.044
H -0.40 -2.65 -1.73  0.030
H -0.82 -1.49 -0.89  0.008
O 1.98 0.92 -0.94  -0.056
H 2.72 1.52 -1.12  0.060
H 1.34 1.52 -0.52  0.032
O 1.16 -1.12 0.69  -0.083
H 1.94 -0.82 0.19  0.030
H 1.21 -2.04 0.36  0.050
S -3.13 0.86 -0.16  0.514
H -1.95 0.31 0.08  -0.265
H -3.12 1.72 0.84  -0.225

Its energy relative to the best compared isomer or geometry (same formula, charge and spin) is 0.714 eV. Its SMILES is O.O.O.O.S. Its net charge is 0. The value obtained for the HOMO energy is -9.256 eV. The calculation puts the HOMO-LUMO gap at 9.60 eV.

Molecular formula: H10O4S2
Method: DFT, the ωB97M-V functional and the def2-TZVPD basis

Each line ends with the Löwdin charge.
Positions of all 16 atoms, in Å:
S 3.60 -0.94 0.35  0.235
S 3.57 0.61 -1.09  0.227
H 2.26 -0.93 0.46  -0.242
H 2.59 1.31 -0.51  -0.231
O -1.18 -0.32 -1.39  -0.050
H -1.73 -0.71 -0.70  0.019
H -0.85 -1.04 -1.92  0.057
O -1.24 2.47 -0.43  -0.063
H -1.17 3.20 -1.06  0.038
H -1.05 1.70 -0.97  -0.011
O 0.47 -0.01 1.22  -0.077
H -0.21 0.29 0.61  0.001
H 0.93 0.76 1.56  0.045
O -2.02 -1.80 1.07  -0.045
H -2.67 -2.51 1.13  0.048
H -1.30 -2.09 1.65  0.050

Its energy relative to the best compared isomer or geometry (same formula, charge and spin) is 0.330 eV. Its SMILES is SS.O.O.O.O. Its net charge is 0. The value obtained for the HOMO energy is -8.524 eV. The calculation puts the HOMO-LUMO gap at 8.84 eV.

Molecular formula: H10O5
Method: DFT, the ωB97M-V functional and the def2-TZVPD basis

Each line ends with the Löwdin charge.
Positions of all 15 atoms, in Å:
O -1.72 3.90 -0.83  -0.051
H -2.21 4.73 -0.88  0.031
H -0.80 4.17 -0.75  0.028
O 2.83 -0.27 2.46  -0.053
H 2.17 0.38 2.70  0.026
H 2.34 -1.09 2.35  0.027
O -0.94 0.23 0.30  -0.046
H -1.07 1.17 0.43  0.022
H -0.08 0.17 -0.12  0.024
O 1.21 -1.48 -2.59  -0.051
H 1.74 -0.74 -2.90  0.027
H 0.59 -1.63 -3.30  0.032
O -1.62 -3.41 0.87  -0.051
H -0.98 -3.65 1.54  0.025
H -1.46 -2.48 0.71  0.010

Its energy relative to the best compared isomer or geometry (same formula, charge and spin) is 1.316 eV. Its SMILES is O.O.O.O.O. Its net charge is 0. The value obtained for the HOMO energy is -11.165 eV. The calculation puts the HOMO-LUMO gap at 11.46 eV.

Molecular formula: H10O5
Method: DFT, the ωB97M-V functional and the def2-TZVPD basis

Each line ends with the Löwdin charge.
Positions of all 15 atoms, in Å:
O 1.09 -1.08 -0.31  -0.058
H 0.99 -1.17 0.64  0.067
H 0.85 -0.16 -0.48  0.034
O 1.87 1.05 0.30  -0.091
H 2.60 1.68 0.30  0.087
H 1.24 1.43 0.92  0.088
O -2.56 -1.41 0.38  -0.066
H -1.70 -1.38 -0.06  0.013
H -2.70 -0.50 0.69  0.001
O 3.53 -0.45 -0.22  -0.092
H 3.22 0.41 -0.54  0.001
H 2.72 -0.92 0.02  -0.021
O -3.97 0.76 -0.25  -0.057
H -3.20 1.34 -0.24  0.041
H -3.97 0.39 -1.14  0.054

Its energy relative to the best compared isomer or geometry (same formula, charge and spin) is 2.662 eV. Its SMILES is O.O.O.O.O. Its net charge is 0. The value obtained for the HOMO energy is -10.286 eV. The calculation puts the HOMO-LUMO gap at 9.98 eV.

Molecular formula: H10O5
Method: DFT, the ωB97M-V functional and the def2-TZVPD basis

Each line ends with the Löwdin charge.
Positions of all 15 atoms, in Å:
O 10.81 22.67 -16.86  -0.101
H 11.43 22.66 -16.11  0.039
H 11.10 23.50 -17.31  -0.044
O 13.46 23.09 -18.50  -0.033
H 14.22 22.70 -18.93  0.047
H 12.69 22.98 -19.04  0.032
O 12.60 26.29 -14.80  -0.065
H 11.71 26.60 -14.85  -0.036
H 12.85 26.56 -13.89  0.052
O 11.27 24.95 -18.17  -0.080
H 12.24 24.71 -18.25  0.061
H 11.14 25.64 -17.47  0.065
O 9.73 26.70 -15.48  0.000
H 9.41 25.83 -15.61  0.033
H 9.25 26.87 -14.70  0.029

Its energy relative to the best compared isomer or geometry (same formula, charge and spin) is 1.220 eV. Its SMILES is O.O.O.O.O. Its net charge is 0. The value obtained for the HOMO energy is -10.518 eV. The calculation puts the HOMO-LUMO gap at 10.96 eV.